Entry 1:
A molecular structure, C34H36N5O4PSYb, computed with ωB97M-V/def2-TZVPD.

Calculated values
Spin multiplicity   2
Total charge   +1
ΔE to the lowest compared entry with this formula, charge and spin   16.0 kJ/mol
E   -103132.296 eV
LUMO (alpha / beta)   -2.385 / -3.835 eV
HOMO-LUMO gap (alpha / beta)   6.675 / 5.224 eV
F_max   3.2 eV/Å

Geometry (Å):
Yb (-1.1433, 0.0800, -0.3358)
C (-3.3095, 4.9418, 1.9496)
C (-3.0071, 3.6619, 1.1907)
N (-2.7690, 2.4725, 1.7454)
O (-2.7429, 2.5035, 3.1790)
C (-2.9867, 3.6023, -0.2553)
C (-3.5952, 4.5846, -1.1973)
N (-2.4952, 2.4890, -0.7863)
O (-2.6342, 2.3140, -2.0242)
H (-3.2704, 4.6886, 3.0158)
H (-4.3268, 5.2839, 1.7469)
H (-2.6075, 5.7440, 1.7867)
H (-3.6911, 2.3972, 3.4415)
H (-3.6315, 5.6132, -0.7992)
H (-4.6113, 4.3079, -1.4453)
H (-2.9983, 4.5564, -2.1082)
C (-4.3441, -0.5416, 0.5668)
C (-3.5343, -1.2917, 1.5882)
C (-4.0945, -2.3703, 2.3320)
C (-3.4050, -2.9262, 3.3955)
C (-2.1152, -2.4350, 3.7027)
C (-1.2236, -3.0410, 4.6288)
C (0.0631, -2.5577, 4.7636)
C (0.5095, -1.4292, 4.0678)
C (-0.3066, -0.7546, 3.1360)
S (0.2189, 0.5283, 2.1808)
C (-1.6234, -1.3545, 2.9325)
N (-2.2940, -0.8568, 1.8398)
H (-5.3885, -0.8273, 0.7357)
H (-3.9884, -0.8073, -0.4309)
H (-4.2722, 0.5309, 0.7177)
H (-5.0659, -2.8066, 2.0685)
H (-3.8729, -3.6686, 4.0334)
H (-1.5602, -3.8757, 5.2184)
H (0.8038, -3.0690, 5.3913)
H (1.4809, -0.9918, 4.2513)
C (-1.4174, -0.8930, -4.2851)
N (-1.9922, -2.1738, -3.8788)
C (-2.1346, -2.4445, -2.5493)
N (-2.5410, -3.6888, -2.1901)
O (-1.8622, -1.5450, -1.6598)
H (-1.6205, -0.7412, -5.3348)
H (-0.3538, -0.8250, -4.0967)
H (-1.9074, -0.0700, -3.7356)
H (-2.1550, -2.9017, -4.5634)
H (-2.7292, -4.4336, -2.8616)
H (-2.5962, -3.9451, -1.2027)
O (0.8995, 0.6981, -1.3541)
P (2.3719, 0.3122, -1.0512)
C (3.0870, 1.3972, 0.1157)
C (4.2771, 1.0636, 0.7790)
C (4.8186, 1.9030, 1.7315)
C (4.2292, 3.1231, 1.9696)
C (3.1222, 3.5228, 1.2528)
C (2.5327, 2.6704, 0.3111)
C (3.3966, 0.2447, -2.4905)
C (3.2440, 1.1710, -3.5294)
C (4.1168, 1.1526, -4.6246)
C (5.2225, 0.3119, -4.6412)
C (5.3959, -0.6032, -3.6054)
C (4.5067, -0.6424, -2.5454)
C (2.3122, -1.3792, -0.4283)
C (2.4957, -1.7569, 0.9321)
C (2.1567, -3.0350, 1.3461)
C (1.6648, -3.9602, 0.4059)
C (1.4610, -3.5883, -0.9131)
C (1.7870, -2.3053, -1.3449)
H (4.7770, 0.1050, 0.5858)
H (5.6707, 1.6150, 2.3428)
H (4.6480, 3.8243, 2.7030)
H (2.7605, 4.5363, 1.4379)
H (1.6486, 2.9914, -0.2315)
H (2.4575, 1.9226, -3.4918)
H (3.9430, 1.8380, -5.4378)
H (5.9064, 0.3166, -5.4938)
H (6.1922, -1.3380, -3.6602)
H (4.6693, -1.4092, -1.7636)
H (2.8911, -1.0502, 1.6959)
H (2.2134, -3.3087, 2.3914)
H (1.4513, -4.9476, 0.7248)
H (1.1249, -4.3575, -1.5989)
H (1.6902, -2.0716, -2.3859)

***

Entry 2:
A gas-phase ion, C4H10NO (charge -1), computed with ωB97M-V/def2-TZVPD.

Calculated values
Spin multiplicity   1
Total charge   -1
ΔE to the lowest compared entry with this formula, charge and spin   37.9 kJ/mol
E   -7847.144 eV
LUMO   4.116 eV
HOMO-LUMO gap   6.599 eV
F_max   0.7 eV/Å

Geometry (Å):
C (-0.6390, -0.2273, 2.2380)
C (0.4841, 0.2381, 1.3373)
N (0.7784, -0.6649, 0.2190)
C (-0.3761, -0.8255, -0.6874)
C (-0.5827, 0.4800, -1.4967)
O (0.6015, 1.0088, -1.8681)
H (-0.6046, 0.2733, 3.2089)
H (-0.6105, -1.3011, 2.4226)
H (-1.6076, -0.0528, 1.7669)
H (0.2878, 1.2551, 0.9795)
H (1.4138, 0.3399, 1.9016)
H (1.3754, -0.1054, -0.4179)
H (-1.2641, -1.1303, -0.1215)
H (-0.1038, -1.6438, -1.3683)
H (-1.2326, 0.2048, -2.3547)
H (-1.1830, 1.1628, -0.8413)

***

Entry 3:
C5H9NO2 in the gas phase, computed with ωB97M-V/def2-TZVPD.

Calculated values
Spin multiplicity   1
ΔE to the lowest compared entry with this formula, charge and spin   94.1 kJ/mol
E   -10915.601 eV
LUMO   0.729 eV
HOMO-LUMO gap   10.728 eV
F_max   1.6 eV/Å

Geometry (Å):
C (-2.1508, 0.4497, 1.2432)
C (-0.8287, 1.0018, 0.6695)
C (-0.6822, 0.5063, -0.7464)
O (-1.5711, 0.6442, -1.5603)
N (0.4375, -0.2138, -1.0963)
C (1.7208, -0.2517, -0.4029)
C (2.3665, -1.5937, -0.6269)
O (3.5358, -1.8395, -0.6968)
H (-2.4360, -0.5058, 0.8174)
H (-2.9994, 1.0422, 0.8694)
H (-2.1754, 0.5425, 2.3235)
H (-0.9720, 2.0758, 0.5729)
H (-0.0330, 0.7120, 1.3511)
H (0.3866, -0.5569, -2.0446)
H (1.5179, -0.2803, 0.6783)
H (2.2968, 0.6503, -0.6107)
H (1.5864, -2.3830, -0.7406)

***

Entry 4:
A molecular structure, C8H14N6S, computed with ωB97M-V/def2-TZVPD.

Calculated values
Spin multiplicity   1
Total charge   +2
ΔE to the lowest compared entry with this formula, charge and spin   148.3 kJ/mol
E   -28282.852 eV
LUMO   -5.959 eV
HOMO-LUMO gap   9.671 eV
F_max   5.7 eV/Å

Geometry (Å):
C (-1.6263, 0.6535, 0.4239)
C (-0.7299, -0.1827, -0.0919)
C (-2.6758, -1.2308, -0.1671)
C (1.8857, -0.8788, -1.8687)
C (1.9563, 2.1760, 0.6014)
C (1.5446, -1.5614, 0.5699)
C (0.7842, 0.0677, -0.0894)
C (-3.6739, -2.1824, -0.6560)
N (1.3499, 0.1296, -1.3570)
N (-1.4184, -1.3633, -0.4432)
N (-2.8955, 0.0020, 0.3978)
N (2.1564, 2.9240, 1.6992)
N (2.6350, 2.3431, -0.5407)
N (1.1279, 1.0813, 0.7789)
S (1.9607, -2.3935, -1.0342)
H (-1.4640, 1.7085, 0.8347)
H (2.1741, -1.0264, -2.9862)
H (2.3709, -1.2783, 1.2506)
H (0.7195, -2.0778, 1.0583)
H (-4.5009, -2.3718, 0.0254)
H (-4.1713, -1.5718, -1.3696)
H (-3.3460, -3.0666, -1.1110)
H (-1.1998, -2.2681, -0.6188)
H (-3.7925, 0.2604, 0.7762)
H (3.0006, 3.5250, 1.7200)
H (1.6199, 2.7371, 2.5055)
H (3.3120, 2.9682, -0.6733)
H (2.2358, 1.8456, -1.3177)
H (0.6608, 1.0318, 1.6825)

***

Question: Which of these has the lowest ΔE to the lowest compared entry with this formula, charge and spin?
Answer: C34H36N5O4PSYb

***

Question: The highest F_max belongs to which entry?
Answer: C8H14N6S